Entry 1:
The following is a DFT calculation (the ωB97M-V functional and the def2-TZVPD basis) of a single C24H21NO4S3 molecule.

## Properties
Total charge: 0
Energy relative to the best compared isomer or geometry (same formula, charge and spin) (kcal per mole): 0.0
Spin multiplicity: 1
HOMO (eV): -7.046
Electronic energy (eV): -67409.54324

The geometry in XYZ format:
```
53
Properties=species:S:1:pos:R:3:forces:R:3
C 1.403423 2.398398 3.383899 -0.340 -0.098 0.441
S 1.789823 1.609519 1.809450 0.177 -0.316 -0.113
C 3.172746 0.660088 2.492522 0.301 0.135 -0.017
C 0.520878 0.172449 1.489033 0.011 0.929 2.316
C -0.877073 0.688782 1.689406 -0.356 0.310 0.433
C -1.849337 -0.228010 2.102103 0.131 0.077 0.165
C -3.107111 0.190850 2.517945 0.171 -0.154 -0.130
C -3.394359 1.555924 2.561906 0.425 0.030 0.251
C -4.634733 1.997135 3.150165 -2.308 0.832 0.616
N -5.661003 2.347555 3.594328 2.393 -0.788 -0.918
C -2.425099 2.482450 2.155636 -0.167 0.151 -0.057
C -1.188702 2.048189 1.686099 -0.360 -0.077 -0.045
H 0.460025 2.939133 3.324611 0.148 -0.149 0.008
H 1.376441 1.651199 4.183698 -0.136 0.193 -0.112
H 2.212159 3.114687 3.577582 -0.099 -0.259 -0.162
H 3.541974 -0.068698 1.772167 -0.154 0.161 -0.064
H 3.967964 1.383336 2.710933 -0.217 -0.158 -0.050
H 2.854942 0.169965 3.420028 -0.018 0.091 -0.262
H 0.807418 -0.361606 2.412250 -0.420 -0.105 -0.268
H -1.601954 -1.282855 2.146528 -0.125 0.122 -0.113
H -3.845271 -0.544647 2.842001 0.229 0.269 -0.115
H -2.634859 3.550052 2.242221 0.013 -0.331 -0.153
H -0.464828 2.793953 1.353952 -0.239 -0.185 -0.047
C -2.887146 -1.819447 -4.997606 0.151 0.127 0.314
C -1.952200 -0.947109 -4.434026 -0.040 0.114 0.226
C -1.533847 -1.156133 -3.116123 0.092 -0.365 0.080
C -1.980078 -2.249680 -2.400911 0.054 0.149 -0.417
C -2.896456 -3.144680 -2.966300 0.098 0.106 0.162
C -3.361510 -2.914475 -4.263640 0.139 0.125 0.295
S -1.269451 -2.401638 -0.768736 0.815 1.306 -0.080
O -2.391612 -2.264074 0.145273 0.176 -0.733 0.193
O -0.457600 -3.600598 -0.729514 -0.439 -0.393 0.503
C -0.225933 -1.001197 -0.740964 -1.172 0.020 -0.725
C 0.833653 -0.722456 0.317323 0.786 -1.524 -2.788
C 2.147719 -0.263325 -0.363319 -0.609 -0.308 0.286
C 2.225753 1.039820 -0.852351 0.676 0.191 0.034
C 3.471624 1.554095 -1.226879 -0.430 -0.169 -0.181
C 4.600621 0.742174 -1.217509 0.071 0.014 0.005
C 4.485978 -0.597065 -0.843146 -0.397 -0.386 -0.135
C 3.250729 -1.114556 -0.438216 0.114 0.291 0.226
S -0.302475 -0.168364 -2.252807 -0.518 -0.824 0.772
O 0.921341 -0.331038 -3.010530 -0.002 0.679 -0.318
O -0.855338 1.162779 -2.062041 0.498 0.333 -0.468
H -3.262099 -1.632993 -6.004609 0.173 -0.090 0.258
H -1.553418 -0.102351 -4.993476 -0.142 -0.176 0.090
H -3.237790 -4.001624 -2.386927 0.049 0.192 -0.157
H -4.107783 -3.584258 -4.697159 0.305 0.193 0.130
H 1.039967 -1.720709 0.741825 0.047 0.321 0.027
H 1.333737 1.672003 -0.941728 0.336 -0.295 0.145
H 3.515208 2.589804 -1.549355 0.171 -0.140 -0.067
H 5.563096 1.141459 -1.541947 -0.261 -0.121 0.154
H 5.338561 -1.268256 -0.887370 -0.012 0.184 -0.012
H 3.123299 -2.163946 -0.135720 0.210 0.499 -0.153
```
Forces are in eV/Å.

Entry 2:
The following is a DFT calculation (the ωB97M-V functional and the def2-TZVPD basis) of a molecular structure, C24H22BIrN7S2.

## Properties
Total charge: +1
Spin multiplicity: 1
HOMO (spin up / spin down) (eV): -11.033 / -11.033
Electronic energy (eV): -60857.46922

The geometry in XYZ format:
```
57
Properties=species:S:1:pos:R:3:forces:R:3
Ir 1.142692 -0.514998 -0.164058 0.269 2.043 0.741
C 4.619557 -3.323410 -0.060314 0.056 0.037 0.125
N 3.745925 -3.475427 -1.209407 -0.053 -0.064 -0.151
C 3.476411 -4.660702 -1.864088 0.041 0.063 0.108
C 2.662930 -4.355820 -2.897435 0.023 0.069 -0.115
N 2.445836 -2.994816 -2.887745 0.160 -0.410 0.091
B 1.646110 -2.230997 -3.956101 -0.051 0.229 -0.028
N 0.146815 -2.026602 -3.500058 -0.138 -0.077 -0.081
C -0.758329 -1.615361 -4.442933 -0.199 -0.021 0.024
C -1.955147 -1.416364 -3.833015 0.115 0.023 0.009
N -1.766343 -1.696430 -2.505757 0.098 0.016 -0.176
C -2.776547 -1.577821 -1.467364 -0.051 0.040 0.094
C -0.476495 -2.063546 -2.323703 -0.143 0.069 0.355
S 0.123153 -2.456000 -0.722423 0.114 -0.382 -0.388
C 3.102128 -2.490027 -1.851048 -0.108 0.172 -0.147
S 3.028414 -0.829354 -1.303544 -0.095 -0.683 0.254
H 4.725546 -4.291883 0.420341 0.005 0.015 0.011
H 4.178971 -2.613020 0.636427 0.021 -0.034 -0.001
H 5.598645 -2.960988 -0.370447 -0.021 -0.011 0.013
H 3.892059 -5.594799 -1.534760 0.017 -0.031 0.000
H 2.230572 -4.982598 -3.654613 -0.002 -0.022 -0.033
H 1.641533 -2.900450 -4.946341 -0.102 -0.012 -0.117
H 2.089654 -1.128956 -4.121681 0.169 0.001 0.014
H -0.474901 -1.510565 -5.474139 -0.003 -0.005 -0.032
H -2.908575 -1.107613 -4.220344 -0.026 -0.009 -0.030
H -3.665154 -1.141345 -1.914915 -0.002 -0.005 0.016
H -2.410187 -0.928946 -0.672939 -0.024 -0.018 -0.013
H -3.018143 -2.554469 -1.054574 0.000 0.016 0.007
N -3.765807 6.758461 5.385021 -0.024 0.035 0.029
C -3.242325 5.939896 4.773982 -0.070 0.123 0.079
C -2.590028 4.918022 4.009695 0.078 -0.125 -0.086
C -1.346658 5.170534 3.434486 -0.028 -0.033 0.003
C -0.722400 4.182695 2.693931 -0.081 -0.041 -0.037
C -1.331752 2.940165 2.535608 -0.040 0.103 0.053
C -2.572742 2.690881 3.115723 0.074 0.017 0.020
C -3.205530 3.678831 3.848770 0.034 0.025 -0.014
C -0.654786 1.884877 1.744149 -0.013 -0.117 0.044
C -0.123488 0.792809 2.413697 0.035 0.093 -0.292
C -0.146039 0.525828 3.801268 0.008 -0.067 0.052
C 0.464267 -0.695354 3.994571 -0.054 0.042 0.098
C 0.858467 -1.142599 2.730084 0.052 0.161 -0.418
N 0.528607 -0.260095 1.773185 -0.046 -0.508 -0.001
C -0.618410 2.025899 0.354561 0.140 -0.220 -0.033
C -1.222372 3.017506 -0.435810 -0.033 -0.023 0.041
C -0.986168 2.695176 -1.764493 -0.030 0.038 -0.063
C -0.244503 1.520632 -1.761487 0.209 -0.125 0.182
N -0.001164 1.108869 -0.495692 -0.296 -0.396 -0.255
H -0.878187 6.135137 3.568255 0.002 0.014 0.011
H 0.241934 4.371829 2.241941 0.024 0.000 -0.010
H -3.043237 1.725077 2.988422 -0.004 -0.021 -0.008
H -4.171852 3.497231 4.297224 -0.013 0.001 0.009
H -0.569352 1.173062 4.551004 -0.003 0.023 0.013
H 0.619783 -1.212374 4.925208 -0.001 -0.020 0.023
H 1.366464 -2.057816 2.464371 0.029 -0.016 0.045
H -1.776095 3.860340 -0.056516 0.009 0.027 0.017
H -1.305562 3.236756 -2.638095 0.003 0.024 -0.009
H 0.151802 0.961016 -2.596105 -0.029 -0.027 -0.041
```
Forces are in eV/Å.

Entry 3:
The following is a DFT calculation (the ωB97M-V functional and the def2-TZVPD basis) of a molecular structure, C24H22BrN3PtSbSe3Te.

## Properties
Total charge: +1
Energy relative to the best compared isomer or geometry (same formula, charge and spin) (kcal per mole): 3.2
Spin multiplicity: 5
HOMO (spin up / spin down) (eV): -9.476 / -10.611
Electronic energy (eV): -312866.95571

The geometry in XYZ format:
```
56
Properties=species:S:1:pos:R:3:forces:R:3
Pt -0.181634 -0.318720 -0.379182 -0.430 -0.401 0.410
C 1.066683 2.107058 -2.536441 -0.069 -0.131 -0.082
C 1.991153 1.819632 -1.396346 -0.091 0.014 -0.002
C 3.254835 2.409329 -1.440615 0.007 0.046 -0.026
C 4.147696 2.238833 -0.413037 0.040 0.018 -0.009
C 3.755107 1.464396 0.665962 -0.032 -0.026 0.085
C 2.501008 0.881755 0.664466 -0.075 0.037 -0.167
N 1.623160 1.054884 -0.350150 0.297 -0.108 -0.057
Sb 2.079960 -0.310085 2.391872 0.280 0.019 0.035
C 0.076042 0.373886 2.680864 -0.099 -0.107 0.184
C -0.195724 1.011135 3.877493 -0.036 0.006 -0.051
C -1.513472 1.345293 4.174179 0.039 0.011 0.009
C -2.499738 0.988571 3.285119 -0.039 -0.020 0.017
C -2.165090 0.344963 2.093463 -0.171 0.023 -0.054
C -3.244172 -0.081074 1.148649 -0.009 -0.100 -0.062
N -0.892391 0.077713 1.798990 0.222 0.178 -0.125
C 1.660648 -2.153419 1.358860 -0.121 -0.014 0.130
C 2.502801 -3.225493 1.596690 -0.012 0.027 0.040
C 2.175302 -4.464457 1.065139 0.007 -0.037 -0.009
C 0.998756 -4.595045 0.358070 -0.036 -0.042 0.055
C 0.192270 -3.480456 0.151643 -0.148 -0.008 -0.039
C -1.129225 -3.608204 -0.538591 -0.060 0.006 -0.066
N 0.543162 -2.277969 0.620787 0.481 0.278 -0.311
H 1.648401 2.364623 -3.418276 0.018 -0.003 -0.034
H 0.406707 1.275409 -2.769690 0.096 0.118 0.010
H 0.428045 2.955094 -2.290601 -0.022 0.035 -0.004
H 3.513759 3.005697 -2.302707 -0.001 0.023 -0.042
H 5.127738 2.692610 -0.447357 0.047 0.026 0.007
H 4.420695 1.308042 1.503594 0.021 -0.022 0.024
H 0.602585 1.241915 4.569874 0.017 -0.034 0.027
H -1.760706 1.849028 5.098679 0.004 0.024 0.010
H -3.540037 1.192106 3.497021 -0.030 0.007 -0.005
H -4.012673 -0.620914 1.700981 -0.052 -0.011 0.007
H -3.709526 0.783983 0.675836 -0.006 0.027 -0.021
H -2.852894 -0.723903 0.359150 -0.049 0.048 0.122
H 3.398752 -3.096253 2.188812 0.004 0.005 0.028
H 2.819537 -5.319342 1.220799 0.017 -0.016 0.012
H 0.686355 -5.554703 -0.029401 -0.009 -0.019 -0.030
H -1.073815 -4.302464 -1.375529 -0.016 -0.005 -0.021
H -1.870987 -3.988728 0.167239 0.003 -0.021 0.005
H -1.485480 -2.641997 -0.903988 0.023 -0.059 0.041
Se 0.208001 -1.382176 -2.826246 -0.033 -0.027 0.097
Se 1.254571 -3.096808 -3.866513 0.089 -0.019 -0.197
Te 3.435272 -3.543992 -2.535456 -0.074 -0.025 0.062
Se 3.934944 -1.400838 -1.675208 -0.022 0.103 0.071
Br -4.522725 4.385613 -2.428978 -0.054 0.054 -0.029
C -3.283717 3.065693 -1.893838 0.038 -0.021 0.024
C -3.308998 1.816629 -2.488953 0.048 -0.004 0.048
C -2.394633 0.848448 -2.084620 -0.036 0.053 0.019
C -1.448848 1.111148 -1.094111 0.082 0.134 -0.169
C -1.449286 2.382169 -0.518971 -0.059 -0.037 0.067
C -2.357671 3.358141 -0.904087 -0.007 -0.071 -0.029
H -4.033132 1.598739 -3.260492 -0.040 -0.016 -0.028
H -2.452614 -0.126887 -2.556236 0.033 0.014 -0.012
H -0.730107 2.625212 0.256483 0.033 0.021 0.012
H -2.344648 4.336181 -0.445094 -0.007 0.046 0.025
```
Forces are in eV/Å.

Entry 4:
The following is a DFT calculation (the ωB97M-V functional and the def2-TZVPD basis) of a molecular structure, C24H22Cl2N5O4S3Tl.

## Properties
Total charge: -2
Energy relative to the best compared isomer or geometry (same formula, charge and spin) (kcal per mole): 0.0
Spin multiplicity: 1
HOMO (eV): -2.709
Electronic energy (eV): -103131.73235

The geometry in XYZ format:
```
61
Properties=species:S:1:pos:R:3:forces:R:3
Tl 2.136961 -0.004176 -1.632817 -0.036 0.088 -0.043
Cl 5.164234 5.855153 -4.284679 0.002 -0.005 0.001
C 4.433819 4.268403 -4.257210 0.001 -0.001 -0.002
C 3.483272 3.992514 -3.284402 0.007 0.004 0.009
C 2.868393 2.743621 -3.214741 -0.015 0.001 -0.002
N 1.925902 2.376094 -2.256941 0.014 -0.033 0.065
C 1.169347 3.268596 -1.631782 -0.110 0.023 -0.118
O 1.178165 4.508664 -1.707520 0.062 -0.001 0.052
C 0.071647 2.658086 -0.759665 -0.021 -0.036 -0.012
C -0.726484 3.518507 -0.012205 -0.018 0.022 -0.023
C -1.783112 2.998902 0.712093 -0.031 0.012 0.011
C -2.015326 1.631967 0.683596 0.023 -0.015 0.007
C -1.153819 0.846622 -0.062612 0.016 0.012 -0.057
N -0.143405 1.341213 -0.775515 0.077 -0.019 0.005
C 3.223059 1.747294 -4.173874 0.012 0.023 -0.004
C 4.174812 2.055006 -5.144504 -0.005 -0.013 0.002
C 4.779022 3.303631 -5.182518 0.004 0.005 -0.004
Cl 5.965082 3.619870 -6.426573 -0.005 -0.001 0.008
N 2.588163 0.513767 -4.048270 -0.024 -0.045 0.036
C 2.467578 -0.327271 -5.061697 0.025 -0.011 -0.022
O 2.903613 -0.258318 -6.225398 -0.004 0.010 0.013
C 1.627024 -1.562001 -4.736521 -0.009 0.000 0.000
C 1.536252 -2.570790 -5.694007 -0.001 0.009 -0.002
C 0.763169 -3.684253 -5.427683 0.001 -0.002 0.004
C 0.098525 -3.767726 -4.211347 0.001 -0.002 -0.001
C 0.249565 -2.722711 -3.316564 -0.005 0.000 0.003
N 0.987759 -1.645340 -3.570002 0.011 -0.001 0.003
H 3.198136 4.757231 -2.580499 0.002 -0.002 -0.001
H -0.501964 4.574563 -0.050029 0.003 -0.004 0.015
H -2.428456 3.651435 1.288588 0.012 -0.002 0.016
H -2.831089 1.175343 1.227554 0.015 -0.019 0.031
H -1.288004 -0.229836 -0.101638 0.017 0.001 0.022
H 4.426774 1.313828 -5.885263 -0.002 -0.002 -0.003
H 2.076852 -2.435233 -6.619476 -0.001 -0.001 0.000
H 0.677892 -4.481928 -6.156337 -0.001 0.000 0.000
H -0.517606 -4.619527 -3.956008 -0.001 0.001 0.000
H -0.240571 -2.747968 -2.348416 -0.001 0.000 -0.001
C -3.755667 -1.704077 5.526418 -0.012 0.040 0.021
C -3.947079 -2.288267 4.131004 -0.007 0.005 -0.003
S -3.013949 -1.560533 2.765694 0.042 0.014 -0.002
C -1.327361 -2.187277 3.016956 -0.128 0.053 -0.013
C -0.522004 -1.577321 4.150416 0.045 -0.007 -0.023
S -0.087263 0.175123 4.012153 -0.021 0.007 0.002
C -1.625595 1.049906 4.409517 0.010 0.005 0.001
C -2.251060 0.687588 5.763696 -0.011 -0.004 -0.003
S -3.966855 0.088999 5.715871 0.003 -0.026 -0.005
H -2.786753 -1.995321 5.923778 -0.025 -0.006 -0.003
H -4.493976 -2.164248 6.186412 -0.007 -0.001 -0.003
H -4.989901 -2.183218 3.822947 0.000 0.005 -0.004
H -3.705563 -3.350734 4.191811 -0.006 0.002 -0.003
H -0.839067 -1.983333 2.061559 0.051 -0.057 0.013
H -1.368421 -3.265154 3.182230 0.019 0.011 -0.009
H 0.445322 -2.083845 4.172048 -0.017 -0.016 0.020
H -0.977014 -1.805733 5.111845 0.020 0.015 -0.021
H -2.347178 0.900254 3.612930 -0.010 0.002 0.001
H -1.330853 2.101375 4.398790 0.013 -0.004 0.001
H -2.279991 1.567247 6.408473 -0.008 0.004 -0.005
H -1.659217 -0.061858 6.288383 0.009 0.008 0.003
O -2.064394 -4.134912 5.793101 0.039 -0.030 -0.003
N -1.308372 -5.088463 5.482939 -0.015 -0.019 0.024
O -0.342970 -4.799428 4.755914 0.000 0.000 0.008
```
Forces are in eV/Å.